No. 1
# C21H39N2O2P3Ti

A molecular structure, C21H39N2O2P3Ti in a non-equilibrium geometry (ωB97M-V/def2-TZVPD, the OMol25 dataset).

Each line ends with the natural charge from an NBO analysis.
CARTESIAN COORDINATES (ANGSTROEM)
P  -2.17895  0.61747  1.47991  1.002
C  -2.41998  2.39157  1.87424  -0.934
H  -3.24688  2.48388  2.59118  0.302
H  -2.66446  2.95793  0.97104  0.266
H  -1.50981  2.80314  2.32192  0.256
C  -3.76319  0.24526  0.66138  -0.925
H  -3.94761  -0.83077  0.62198  0.258
H  -3.74555  0.62546  -0.36679  0.254
H  -4.58310  0.72817  1.20825  0.311
C  -2.38991  -0.08390  3.15067  -0.941
H  -3.36629  0.22881  3.54469  0.304
H  -1.59575  0.29126  3.80678  0.263
H  -2.33663  -1.17583  3.12086  0.251
P  2.14612  -1.27469  1.76783  1.027
C  3.34277  -0.14717  2.56149  -0.939
H  4.15190  -0.74619  3.00137  0.308
H  2.84315  0.43287  3.34411  0.270
H  3.76067  0.53788  1.81655  0.260
C  1.70405  -2.31373  3.19680  -0.928
H  1.20624  -3.23564  2.88835  0.260
H  1.03288  -1.75995  3.86338  0.267
H  2.62065  -2.57419  3.74242  0.311
C  3.29455  -2.34605  0.84401  -0.935
H  3.99541  -2.79723  1.56079  0.311
H  3.85363  -1.75352  0.11151  0.265
H  2.75356  -3.13839  0.31942  0.256
P  0.56729  -0.30451  -2.59282  1.007
C  1.54389  1.02145  -3.38744  -0.938
H  1.47315  0.92538  -4.47850  0.304
H  2.58971  0.94132  -3.07485  0.265
H  1.17389  2.00717  -3.09614  0.252
C  1.37063  -1.75125  -3.36492  -0.933
H  1.49150  -1.56338  -4.43965  0.304
H  0.77682  -2.65859  -3.22849  0.254
H  2.35615  -1.90437  -2.91011  0.263
C  -0.98859  -0.17993  -3.53806  -0.929
H  -0.78223  -0.41082  -4.59162  0.309
H  -1.40014  0.83167  -3.45995  0.266
H  -1.72940  -0.88547  -3.15069  0.251
Ti  0.20592  -0.11113  0.18499  1.143
C  0.47436  0.89187  1.93768  0.390
O  0.68122  1.58934  2.87205  -0.361
C  2.09360  0.33000  -0.42178  0.392
O  3.17437  0.73337  -0.68542  -0.368
C  0.05429  -3.36353  -0.82939  -0.139
C  -1.11041  -2.81224  -1.38213  -0.209
C  -2.14220  -2.37563  -0.54507  -0.233
C  -2.04741  -2.57435  0.84017  -0.134
C  -0.88611  -3.12073  1.39041  -0.228
C  0.15062  -3.54941  0.55131  -0.207
H  0.87927  -3.68110  -1.46782  0.249
H  -1.25138  -2.78075  -2.46356  0.259
H  -3.03336  -1.92331  -0.98245  0.261
H  -2.89490  -2.36541  1.49501  0.247
H  -0.81272  -3.23642  2.47252  0.261
H  1.01090  -4.08522  0.95598  0.258
C  0.57538  5.35976  -1.02570  -0.433
N  0.01989  4.01664  -0.99690  -0.263
C  -1.17513  3.63164  -1.59498  0.004
C  -1.34436  2.30907  -1.32705  -0.121
N  -0.24947  1.87202  -0.58132  -0.634
C  0.55188  2.92890  -0.39162  0.232
H  0.71824  5.69491  -2.06219  0.264
H  -0.10976  6.07170  -0.54495  0.265
H  1.53619  5.36804  -0.50341  0.246
H  -1.78858  4.32350  -2.14553  0.291
H  -2.16881  1.66718  -1.60093  0.247
H  1.48836  2.95612  0.16120  0.249

Summary:
- HOMO-LUMO gap (spin up / spin down): 6.295 / 6.291 eV
- LUMO level (spin up / spin down): -15.370 / -15.374 eV
- E_HOMO (spin up / spin down): -0.796 / -0.796 Ha
- Charge: +4

=====

No. 2
# C21H39N2O4

2 unconnected molecules or ions with the total composition C21H39N2O4 in a non-equilibrium geometry (ωB97M-V/def2-TZVPD, the OMol25 dataset).

Each line ends with the natural charge from an NBO analysis.
CARTESIAN COORDINATES (ANGSTROEM)
C  -1.62535  2.41408  -0.49646  -0.620
C  -2.14615  1.56412  -1.69889  -0.404
C  -2.38706  0.06333  -1.28052  -0.403
C  -3.89903  -0.11854  -1.03081  -0.283
C  -4.50061  0.88604  0.02651  -0.600
C  -4.37330  -1.52524  -0.70944  0.135
C  -5.58648  -1.97993  -1.22311  0.052
N  -6.07313  -3.16106  -0.96008  -0.237
N  -5.54456  -4.12288  -0.24139  -0.124
C  -4.40611  -3.73290  0.25780  0.013
C  -3.74458  -2.50137  0.12639  0.067
C  -2.43911  -2.26982  0.84668  -0.468
C  -2.57233  -1.18466  1.95551  -0.401
C  -1.57807  -1.50143  3.11254  -0.389
C  -0.14470  -1.69118  2.59114  -0.417
C  0.42070  -0.42591  1.89764  -0.409
C  1.95773  -0.34178  1.98009  -0.404
C  2.67020  -1.24514  0.92797  -0.067
O  1.76937  -2.04682  0.18283  -0.561
C  2.43349  -3.10508  -0.46276  -0.250
H  -0.75504  3.02458  -0.77176  0.227
H  -2.41727  3.07117  -0.10775  0.212
H  -1.30240  1.79356  0.35314  0.198
H  -1.33783  1.55956  -2.44376  0.221
H  -3.04296  2.01562  -2.14075  0.203
H  -2.04991  -0.57110  -2.11269  0.219
H  -1.75037  -0.09634  -0.41013  0.214
H  -4.39733  0.16117  -1.97696  0.222
H  -4.64976  1.84722  -0.47891  0.234
H  -5.49579  0.50169  0.29897  0.208
H  -3.86418  0.98058  0.90685  0.228
H  -6.16263  -1.31374  -1.86639  0.245
H  -6.98349  -3.39020  -1.35878  0.435
H  -3.90015  -4.48480  0.86922  0.231
H  -1.60121  -2.07141  0.16783  0.265
H  -2.20383  -3.20686  1.38039  0.228
H  -2.29124  -0.18824  1.58854  0.210
H  -3.60473  -1.09943  2.32727  0.213
H  -1.93180  -2.42488  3.60120  0.204
H  -1.62031  -0.70170  3.86697  0.219
H  0.48950  -1.91774  3.46345  0.217
H  -0.03112  -2.53713  1.89813  0.214
H  0.03486  0.46257  2.43041  0.203
H  0.10112  -0.36482  0.84623  0.201
H  2.33770  -0.62466  2.97241  0.210
H  2.30465  0.69157  1.82498  0.211
H  3.30519  -0.64556  0.24651  0.172
H  3.38095  -1.90699  1.46160  0.170
H  2.83910  -3.83491  0.26529  0.171
H  1.75854  -3.64886  -1.13691  0.190
H  3.30144  -2.77036  -1.06305  0.175
C  3.58122  2.23482  -2.22927  -0.638
C  3.85069  2.78042  -0.84123  -0.069
O  5.22534  2.61425  -0.47933  -0.498
C  6.06969  3.50235  -1.01807  0.981
O  5.77103  4.41025  -1.75058  -0.642
O  7.30402  3.19536  -0.61487  -0.492
C  8.32718  4.01571  -1.18577  -0.258
H  3.92092  1.20009  -2.30571  0.210
H  2.51527  2.27682  -2.45873  0.209
H  4.11798  2.80588  -2.98652  0.232
H  3.26824  2.21748  -0.11063  0.179
H  3.55247  3.82632  -0.75765  0.198
H  8.11488  5.07255  -1.03586  0.200
H  8.43249  3.79531  -2.24763  0.190
H  9.25791  3.76900  -0.68135  0.199

Summary:
- HOMO-LUMO gap: 7.442 eV
- LUMO level: -4.474 eV
- E_HOMO: -0.438 Ha
- Charge: +1

=====

No. 3
# C21H39N2O6S2

2 unconnected molecules or ions with the total composition C21H39N2O6S2 in a non-equilibrium geometry (ωB97M-V/def2-TZVPD, the OMol25 dataset).

Each line ends with the natural charge from an NBO analysis.
CARTESIAN COORDINATES (ANGSTROEM)
C  6.01785  0.37117  2.11292  -0.630
C  5.16864  1.01033  0.83916  -0.410
C  3.96294  -0.09662  0.51186  -0.414
C  2.97144  0.53906  -0.67494  -0.241
N  1.73851  -0.30385  -0.91349  -0.525
C  1.95604  -1.39961  -1.93048  -0.239
C  0.63838  -2.30849  -2.27686  -0.414
C  0.05552  -3.20067  -1.03103  -0.418
C  -0.90670  -2.21282  -0.09089  -0.464
C  -1.73755  -3.02484  1.07011  -0.126
C  -2.07470  -2.11817  2.22568  0.270
O  -1.78181  -0.68152  2.36228  -0.509
C  -0.81318  -0.40742  3.43554  -0.095
C  -1.23651  1.06862  4.09820  -0.241
N  -0.85333  2.24548  3.22804  -0.660
C  -2.05099  2.96430  2.64724  -0.258
C  -1.66371  4.23246  1.65858  0.101
C  -2.89169  5.36614  1.58782  -0.653
O  -0.35803  4.86193  2.04684  -0.750
C  -2.82058  -3.19716  3.20844  0.726
O  -3.18305  -3.09323  4.50332  -0.496
O  -3.03653  -4.47482  2.45547  -0.528
C  -2.23799  -4.57996  1.19527  0.798
O  -2.03635  -5.62812  0.39152  -0.538
C  0.60677  0.62994  -1.27526  -0.065
S  -0.24923  1.33533  0.05916  -0.034
S  0.06616  1.13347  -2.99568  0.223
C  -1.56561  2.05579  -2.98804  -0.553
C  -2.61400  1.55940  -4.19232  -0.414
C  -2.78419  -0.07114  -4.14756  -0.647
H  6.95208  1.00556  2.42229  0.229
H  5.29181  0.32213  3.04377  0.214
H  6.35189  -0.71519  1.79279  0.210
H  4.68675  2.05818  1.08306  0.215
H  5.82766  1.08767  -0.14988  0.205
H  4.44824  -1.10705  0.17386  0.202
H  3.33707  -0.20757  1.51666  0.221
H  3.56793  0.80824  -1.66112  0.194
H  2.61463  1.58411  -0.23206  0.239
H  2.76036  -2.14121  -1.45226  0.215
H  2.47520  -0.97273  -2.90230  0.194
H  -0.26407  -1.72657  -2.74329  0.238
H  0.98316  -3.09119  -3.11018  0.155
H  0.87001  -3.68871  -0.34437  0.223
H  -0.61759  -4.06876  -1.49750  0.200
H  -0.13185  -1.51799  0.49484  0.273
H  -1.61081  -1.55757  -0.78803  0.240
H  0.30214  -0.32063  3.05788  0.205
H  -0.82435  -1.24117  4.28917  0.207
H  -0.56934  1.15503  5.08297  0.208
H  -2.37362  1.10387  4.41278  0.206
H  -0.30040  2.92024  3.80213  0.381
H  -2.65863  2.18933  2.01285  0.208
H  -2.74675  3.36554  3.51222  0.179
H  -1.50805  3.90061  0.52331  0.176
H  -2.93222  6.05394  2.53627  0.231
H  -2.61879  6.04239  0.65259  0.219
H  -3.90289  4.82099  1.34417  0.220
H  0.31710  4.51376  1.36700  0.478
H  -2.18265  1.96824  -1.99169  0.266
H  -1.38147  3.22308  -3.14784  0.248
H  -2.34216  2.00113  -5.24236  0.225
H  -3.66507  2.02327  -3.88188  0.227
H  -2.96801  -0.48821  -3.05005  0.216
H  -3.67736  -0.44224  -4.84331  0.229
H  -1.78496  -0.53248  -4.56329  0.202
O  0.99265  -5.04321  -4.53270  -0.762
H  1.92268  -5.38538  -4.52836  0.587
H  0.36397  -5.69800  -4.13501  0.591
H  0.70915  -4.77639  -5.44406  0.587

Summary:
- HOMO-LUMO gap: 4.768 eV
- LUMO level: -5.520 eV
- E_HOMO: -0.378 Ha
- Charge: +1

=====

No. 4
# C21H39N5O4RuS

A molecular structure, C21H39N5O4RuS (ωB97M-V/def2-TZVPD, the OMol25 dataset).

Each line ends with the Mulliken spin population.
CARTESIAN COORDINATES (ANGSTROEM)
Ru  -0.07217  0.38057  -0.20168  0.933
C  1.44677  0.08611  3.84515  -0.002
C  1.87329  0.52425  2.44905  0.011
C  2.75825  -0.50760  1.71988  0.000
C  2.42055  -2.01782  1.66126  0.020
C  2.36890  -2.75587  2.98888  0.000
C  3.42868  -2.68060  0.72498  0.000
N  1.05837  -2.04534  1.01043  -0.018
C  0.56467  -3.16396  0.15754  0.016
C  -0.86180  -2.83186  -0.26493  -0.006
N  -1.16278  -1.48593  -0.87833  0.001
C  -0.54040  -1.43778  -2.24925  0.005
C  0.98497  -1.36221  -2.18859  0.002
O  1.68495  -1.95328  -2.96231  0.001
O  1.42863  -0.59535  -1.20673  -0.010
C  -2.67002  -1.37180  -1.07378  -0.010
C  -3.51131  -2.29286  -0.19131  -0.001
C  -3.14234  0.08560  -1.09537  0.009
C  -3.17809  0.96464  0.16743  -0.010
C  -4.05286  2.18165  -0.15151  -0.001
C  -3.72261  0.26650  1.40738  -0.002
N  -1.77562  1.49816  0.40559  0.028
C  -1.55652  2.15135  1.72630  0.020
C  -0.49300  1.39256  2.47524  -0.041
N  0.72434  1.21800  1.61834  -0.020
C  1.22691  2.58667  1.23159  0.005
C  0.65669  2.93979  -0.12803  -0.011
O  0.84295  1.89171  -0.93862  0.090
O  0.09183  3.94869  -0.43408  0.001
H  2.32438  -0.35815  4.31459  0.000
H  0.64725  -0.65583  3.85945  -0.001
H  1.15671  0.93129  4.46597  0.000
H  2.55575  1.35808  2.60299  0.001
H  3.72654  -0.44212  2.22085  -0.001
H  2.93789  -0.16440  0.69529  0.000
H  3.32272  -2.64216  3.50521  0.000
H  2.20387  -3.81913  2.81516  0.000
H  1.56897  -2.40917  3.63968  0.000
H  4.42993  -2.54768  1.13398  0.000
H  3.40778  -2.24368  -0.27492  0.000
H  3.24570  -3.75260  0.65294  0.000
H  1.17817  -1.30965  0.30140  0.022
H  0.33325  -1.78525  1.71598  -0.031
H  0.51124  -4.08283  0.74020  0.001
H  1.25697  -3.29001  -0.66954  0.002
H  -1.47342  -2.90287  0.62771  -0.002
H  -1.18650  -3.60122  -0.97083  0.001
H  -0.89742  -0.54609  -2.77643  -0.007
H  -0.84694  -2.31132  -2.82666  0.002
H  -2.84438  -1.72619  -2.09529  -0.001
H  -3.31024  -2.20710  0.87293  0.000
H  -3.38283  -3.33452  -0.47753  0.000
H  -4.55925  -2.04843  -0.36614  0.000
H  -4.16650  0.04816  -1.47374  -0.001
H  -2.58654  0.63699  -1.86633  0.000
H  -5.09307  1.87689  -0.26174  0.000
H  -3.74186  2.66619  -1.08056  0.000
H  -4.00855  2.91620  0.65445  0.000
H  -4.61382  -0.29598  1.13846  0.000
H  -4.03641  0.98762  2.16121  0.000
H  -3.00865  -0.42586  1.85600  0.000
H  -1.70421  2.25153  -0.28313  -0.003
H  -2.46785  2.16474  2.31670  0.002
H  -1.27361  3.18914  1.55802  -0.001
H  -0.84986  0.39762  2.74739  0.011
H  -0.22471  1.93101  3.38425  -0.004
H  2.30778  2.55510  1.10712  0.002
H  0.97909  3.31525  2.00191  0.002
S  -1.34653  -1.64962  3.16768  0.001
C  -1.10739  -3.29555  3.00827  -0.001
N  -0.87496  -4.41900  2.83408  0.001

Summary:
- HOMO-LUMO gap (spin up / spin down): 6.314 / 6.215 eV
- 2S+1: 2
- LUMO level (spin up / spin down): -4.946 / -5.043 eV
- E_HOMO (spin up / spin down): -0.414 / -0.414 Ha
- Relative energy (zero: lowest compared OMol25 entry of this formula, charge and spin): 36.23 kcal per mole
- Charge: +1

=====

no.,DFT total energy (a.u.)
1,-2955.5549
2,-1233.7630
3,-2180.0711
4,-1891.1529